Entry 1:
The following is a quantum chemistry calculation of a structure of composition C10H8AuCl2F6IN5O, from OMol25.

The lowest unoccupied orbital energy (spin up / spin down) is -8.01 / -7.94 eV. As for the HOMO-LUMO gap (spin up / spin down): 3.99 / 4.06 eV. The value obtained for the energy is -2687.431950 Ha. The charge is +1.

Each line ends with the Löwdin charge.
Geometry (Å):
Au  0.207  -0.663  -0.532  1.03
C  -3.545  1.655  -0.421  0.06
C  -2.275  0.927  0.057  -0.46
O  -1.611  0.360  -0.975  -0.15
C  -1.369  1.942  0.805  -0.58
F  -0.306  1.333  1.388  0.10
F  -0.866  2.829  -0.049  0.18
F  -1.996  2.605  1.767  0.19
C  -2.696  -0.187  1.061  -0.59
F  -1.616  -0.896  1.481  0.06
F  -3.503  -1.065  0.476  0.16
F  -3.295  0.269  2.153  0.20
H  -3.258  2.497  -1.045  0.11
H  -4.123  2.007  0.431  0.11
H  -4.143  0.967  -1.014  0.11
N  1.693  0.460  -1.381  0.01
C  1.836  1.104  -2.362  -0.25
N  2.027  1.737  -3.393  0.18
C  2.745  2.610  -3.983  -0.31
N  3.369  3.426  -4.509  0.19
Cl  -1.276  -2.803  -0.907  0.67
C  -0.291  -3.500  -2.208  -0.90
Cl  1.319  -2.781  -2.131  0.57
H  -0.746  -3.247  -3.166  0.05
H  -0.214  -4.576  -2.052  0.05
I  3.104  -1.116  5.195  0.91
C  2.698  -0.908  3.164  -0.73
C  3.569  -0.403  2.202  -0.11
N  2.925  -0.479  1.041  0.00
N  1.704  -0.996  1.182  -0.08
C  1.531  -1.255  2.462  -0.17
H  4.564  -0.017  2.303  0.13
H  3.221  -0.169  0.122  0.13
H  0.617  -1.666  2.839  0.11

Cartesian forces, eV/Å:
-0.739 1.279 0.460
0.293 -0.204 -0.469
-0.115 0.165 2.023
1.571 -0.888 -1.815
0.222 0.367 0.202
-0.005 -0.072 -0.028
-0.016 0.064 -0.319
-0.261 -0.010 0.019
-0.322 0.276 0.142
0.362 -0.267 0.010
-0.162 -0.109 -0.241
-0.036 0.120 -0.011
0.010 0.042 -0.010
0.069 -0.031 0.077
-0.005 -0.002 0.028
-0.646 -1.844 2.440
-0.146 2.353 -2.619
-1.018 -2.514 1.570
0.886 1.765 -0.606
0.048 -0.077 -0.141
-0.275 0.106 0.502
0.297 -0.120 -0.346
0.261 -0.390 -0.333
0.035 -0.056 0.233
-0.069 0.233 0.031
-0.173 0.052 -0.479
0.270 0.076 0.144
-0.542 -0.389 0.844
0.158 0.090 -0.612
-0.392 0.036 -1.490
0.585 0.008 0.647
0.175 0.072 -0.080
-0.081 -0.009 0.173
-0.239 -0.122 0.054

***

Entry 2:
The following is a quantum chemistry calculation of a structure of composition C32H34IN3O2PSTi, from OMol25.

The lowest unoccupied orbital energy (spin up / spin down) is -2.15 / -2.21 eV. As for the HOMO-LUMO gap (spin up / spin down): 7.09 / 8.22 eV. Its expectation value of S² is 2.007. The value obtained for the energy is -3441.163326 Ha. Its multiplicity is 3. The charge is +1.

Each line ends with the Löwdin spin population.
Geometry (Å):
Ti  -0.673  1.149  -0.286  1.69
C  -2.430  3.618  -0.153  0.00
C  -3.189  2.545  -0.938  0.01
N  -2.825  1.171  -0.503  0.02
C  -3.640  0.642  0.609  0.01
C  -3.234  1.200  1.970  0.01
S  -1.422  1.195  2.220  0.01
C  -1.055  2.959  2.542  0.00
C  -0.453  3.715  1.349  0.00
N  -1.002  3.254  0.057  0.01
H  -2.885  3.758  0.826  0.00
H  -2.505  4.577  -0.668  0.00
H  -2.955  2.624  -1.999  0.00
H  -4.263  2.716  -0.833  0.00
H  -2.948  0.568  -1.324  0.00
H  -3.519  -0.441  0.606  0.00
H  -4.701  0.853  0.446  0.00
H  -3.674  0.593  2.759  0.00
H  -3.588  2.220  2.111  0.00
H  -0.352  2.983  3.372  0.00
H  -1.977  3.415  2.899  0.00
H  0.625  3.555  1.311  0.00
H  -0.620  4.787  1.489  0.00
H  -0.411  3.638  -0.686  0.00
I  -0.932  -2.378  -2.150  0.00
C  0.838  -3.481  -2.015  0.00
C  0.948  -4.460  -2.965  0.00
C  2.093  -5.282  -3.048  0.00
C  3.097  -5.095  -2.152  0.00
C  3.004  -4.091  -1.153  0.00
C  4.080  -3.968  -0.238  0.00
C  4.054  -3.024  0.740  0.00
C  2.940  -2.167  0.823  0.00
C  1.864  -2.243  -0.026  0.00
P  0.489  -1.042  0.380  0.03
C  -0.307  -1.899  1.785  0.01
C  0.283  -2.144  3.025  0.00
C  -0.407  -2.831  4.011  0.00
C  -1.688  -3.310  3.764  0.00
C  -2.274  -3.101  2.524  0.00
C  -1.587  -2.395  1.544  0.00
C  1.483  0.382  0.965  0.01
C  2.073  1.072  -0.102  0.04
C  2.908  2.172  0.129  0.00
C  3.165  2.581  1.418  0.03
C  2.580  1.900  2.495  0.00
C  1.750  0.822  2.278  0.02
C  1.868  -3.236  -1.062  0.00
H  0.141  -4.609  -3.668  0.00
H  2.156  -6.044  -3.813  0.00
H  3.988  -5.709  -2.177  0.00
H  4.921  -4.642  -0.340  0.00
H  4.870  -2.918  1.442  0.00
H  2.966  -1.406  1.593  0.00
H  1.289  -1.808  3.235  0.00
H  0.061  -3.002  4.972  0.00
H  -2.219  -3.857  4.532  0.00
H  -3.261  -3.493  2.315  0.00
H  -2.041  -2.250  0.568  0.00
H  1.948  0.698  -1.114  0.01
H  3.347  2.692  -0.712  0.00
H  3.822  3.421  1.601  0.00
H  2.790  2.215  3.509  0.00
H  1.308  0.310  3.122  0.00
O  -2.343  0.292  -3.171  0.01
C  -1.346  0.969  -3.367  0.01
C  -0.910  1.478  -4.724  0.00
C  0.222  2.445  -4.402  0.00
C  0.328  2.381  -2.893  0.01
O  1.024  3.126  -2.219  0.01
N  -0.518  1.423  -2.358  0.02
H  -1.762  1.947  -5.213  0.00
H  -0.617  0.626  -5.337  0.00
H  0.028  3.474  -4.701  0.00
H  1.183  2.163  -4.832  0.00

Cartesian forces, eV/Å:
0.367 -0.925 0.538
0.193 -0.071 0.079
0.163 -0.038 0.144
-0.757 0.147 -0.161
0.214 0.049 -0.068
-0.016 0.020 -0.067
-0.101 0.083 0.152
-0.012 0.017 -0.078
-0.145 -0.171 -0.102
-0.038 0.735 0.008
0.006 -0.010 0.022
-0.045 0.026 -0.025
0.039 -0.046 0.005
-0.037 0.004 -0.009
-0.072 0.070 -0.036
0.039 0.020 0.039
-0.050 -0.008 0.003
-0.015 -0.017 0.007
-0.006 -0.012 -0.003
0.006 0.003 0.006
-0.008 -0.008 -0.009
0.021 -0.056 0.004
0.000 0.047 0.011
-0.092 0.058 0.027
-0.202 -0.183 -0.567
0.042 -0.132 -0.086
0.095 -0.108 -0.015
-0.130 0.163 0.073
-0.034 0.075 0.066
0.222 -0.150 0.000
-0.067 0.035 -0.042
-0.155 0.004 -0.091
0.213 0.125 0.167
-0.141 0.229 -0.129
0.562 -0.353 0.648
0.027 -0.075 -0.006
0.069 0.023 -0.011
-0.058 -0.002 -0.023
0.037 0.010 -0.007
0.052 0.063 -0.024
-0.150 0.032 0.075
0.305 0.033 0.182
0.129 0.092 0.121
-0.145 -0.089 -0.145
-0.031 -0.017 0.191
0.081 0.128 -0.055
-0.130 -0.075 -0.101
-0.195 0.005 0.043
-0.009 -0.007 -0.019
-0.025 0.021 0.015
-0.017 0.009 0.000
-0.013 0.007 -0.003
-0.015 0.010 -0.007
-0.027 -0.044 -0.023
0.038 -0.037 -0.045
-0.007 -0.004 -0.010
-0.001 0.007 -0.008
0.001 -0.001 -0.003
0.027 -0.013 0.139
-0.001 0.058 -0.056
-0.021 -0.021 -0.011
-0.009 -0.013 0.011
0.006 0.005 -0.004
-0.020 0.007 0.005
-0.186 -0.217 0.034
0.133 0.202 0.360
0.028 0.040 -0.024
0.009 -0.145 -0.059
-0.146 -0.070 0.075
-0.021 -0.046 0.173
0.220 0.514 -1.264
-0.011 -0.021 -0.014
0.035 0.004 -0.001
-0.009 0.008 -0.009
-0.004 -0.005 -0.002

***

Entry 3:
The following is a quantum chemistry calculation of an isolated molecule of C3H5BrN2, from OMol25.

The lowest unoccupied orbital energy is 0.89 eV. As for the HOMO-LUMO gap: 9.38 eV. As for the SMILES: Cc1[nH][nH]c1Br. The value obtained for the energy is -2800.725743 Ha.

Each line ends with the Löwdin charge.
Geometry (Å):
C  0.082  -0.141  -0.159  -0.32
C  -1.206  0.228  -0.029  -0.79
C  0.913  -1.387  0.169  -0.06
N  0.529  1.275  -0.227  0.00
N  -0.942  1.668  -0.295  -0.03
Br  -2.931  -0.343  0.251  0.75
H  1.088  -1.403  1.329  0.11
H  0.617  -2.433  -0.164  0.08
H  1.955  -1.395  -0.241  0.07
H  0.998  1.586  -1.076  0.10
H  -1.102  2.346  0.443  0.09

Cartesian forces, eV/Å:
0.207 -0.257 0.570
0.753 2.372 -0.554
1.285 -0.530 1.156
-1.271 -0.806 0.482
1.451 -1.809 -0.566
-0.070 -0.486 0.176
-0.491 -0.103 -2.094
-0.662 1.628 0.438
-0.791 0.760 0.155
-0.206 -0.373 -0.140
-0.206 -0.395 0.377

***

Look up the energy of the second one.
-3441.163326 Ha